Entry 1:
9
Properties=species:S:1:pos:R:3 method="wB97M-V/def2-TZVPD" charge=0 spin_multiplicity=3 gap_ev="5.59 / 7.10" e_homo_ev="-4.906 / -10.850" lumo_energy_ha="0.025 / -0.138"
C -0.16 -0.20 0.72
C -0.46 0.83 -0.57
N 0.63 -1.20 0.29
O -0.62 0.07 1.76
F -0.74 0.13 -1.70
F -1.55 1.48 -0.15
Br 1.01 2.03 -0.78
H 1.07 -1.21 -0.61
H 0.81 -1.93 1.02



Entry 2:
34
Properties=species:S:1:pos:R:3 method="wB97M-V/def2-TZVPD" charge=0 smiles="O=CN1CCCC1.O.O.O.O.O.O" spin_multiplicity=1 gap_ev=10.41 e_homo_ev=-10.106 lumo_energy_ha=0.011
O -0.31 0.99 -1.39
C 0.87 0.75 -1.16
N 1.57 -0.43 -1.29
C 2.57 -0.69 -0.28
C 1.98 -1.89 0.51
C 0.84 -2.51 -0.28
C 0.80 -1.74 -1.65
H 1.60 1.61 -1.12
H 3.46 -1.00 -0.85
H 2.68 0.00 0.57
H 1.44 -1.52 1.50
H 2.76 -2.67 0.75
H -0.19 -2.55 0.04
H 1.04 -3.54 -0.46
H -0.18 -1.48 -2.13
H 1.38 -2.12 -2.49
O 1.40 1.59 3.05
H 0.87 0.94 3.51
H 0.90 2.37 2.82
O -1.57 2.23 2.29
H -1.48 3.00 2.83
H -1.64 2.43 1.33
O -1.44 0.33 -3.97
H -1.56 0.57 -3.04
H -0.53 0.59 -4.12
O -1.29 -0.42 2.14
H -1.17 0.57 2.18
H -2.25 -0.37 2.19
O -1.93 2.83 -0.25
H -1.69 1.95 -0.60
H -2.79 2.72 0.16
O -2.45 -0.92 -0.21
H -1.90 -1.04 -1.00
H -1.80 -0.57 0.44



Entry 3:
110
Properties=species:S:1:pos:R:3 method="wB97M-V/def2-TZVPD" charge=0 spin_multiplicity=1 gap_ev=7.97 e_homo_ev=-9.076 lumo_energy_ha=-0.041
C 0.38 -4.02 -6.18
N -0.17 -3.00 -5.14
C -0.17 -1.66 -5.66
C -1.58 -3.55 -5.06
C 0.66 -3.12 -3.85
C 0.17 -2.33 -2.68
O 0.99 -2.62 -1.58
H 0.52 -4.99 -5.44
H 1.33 -3.57 -6.45
H -0.42 -4.26 -7.05
H -0.76 -1.72 -6.56
H 0.79 -1.24 -5.94
H -0.77 -0.98 -5.17
H -1.50 -4.46 -4.54
H -2.31 -3.39 -5.99
H -2.07 -2.95 -4.64
H 1.64 -2.83 -3.94
H 0.68 -4.10 -3.49
H -0.90 -2.48 -2.45
H 0.44 -1.34 -2.75
H 0.75 -1.82 -0.89
N -0.17 0.17 0.99
O 0.29 -0.57 0.18
O -1.27 -0.08 1.55
O 0.38 1.33 1.23
O -4.72 -5.28 -1.54
S -5.30 -4.43 -2.57
O -6.65 -3.86 -2.55
O -4.29 -3.11 -2.61
C -4.45 -2.14 -1.58
C -3.41 -1.01 -1.65
C -5.13 -5.18 -4.18
H -4.49 -2.59 -0.59
H -5.30 -1.61 -2.09
H -4.08 -0.15 -1.30
H -3.43 -0.60 -2.59
H -2.71 -1.13 -0.83
H -6.11 -5.74 -4.09
H -4.30 -5.80 -4.05
H -5.13 -4.34 -4.92
O -0.99 6.24 -0.50
S 0.20 5.75 -1.22
O 1.21 5.06 -0.55
O -0.48 4.62 -2.32
C -0.97 3.49 -1.64
C -1.35 2.39 -2.63
C 0.85 6.97 -2.32
H -1.76 3.80 -1.01
H -0.31 3.16 -0.94
H -1.81 1.66 -2.05
H -0.42 1.85 -3.00
H -2.08 2.67 -3.45
H 1.04 8.02 -1.77
H -0.17 7.23 -3.07
H 1.72 6.62 -3.13
O 2.71 3.40 7.62
S 4.00 2.95 7.09
O 4.36 1.59 7.56
O 3.79 2.68 5.49
C 2.73 1.94 4.99
C 2.69 2.07 3.48
C 5.24 4.09 7.34
H 1.89 2.12 5.48
H 3.18 1.06 5.10
H 3.50 1.76 2.85
H 2.46 3.03 3.08
H 1.89 1.50 2.99
H 6.11 3.89 6.66
H 5.57 4.35 8.24
H 4.97 5.02 6.95
C 3.01 2.19 -1.01
C 3.86 1.00 -0.73
O 3.79 0.25 -1.91
C 2.74 0.78 -2.66
O 2.32 0.27 -3.73
O 2.17 1.79 -2.14
H 3.53 2.97 -1.30
H 2.48 2.63 -0.12
H 3.60 0.30 0.08
H 4.94 1.23 -1.01
C -2.27 2.63 3.34
C -1.34 3.68 2.78
O -1.03 4.68 3.92
C -1.70 4.19 4.89
O -1.61 4.84 5.95
O -2.37 3.12 4.66
H -2.03 1.48 3.51
H -3.33 2.69 2.96
H -1.76 4.32 1.95
H -0.35 3.54 2.56
C -2.49 -2.35 3.25
C -3.92 -1.87 3.51
O -4.23 -2.29 4.85
C -3.33 -3.28 5.17
O -3.53 -4.07 6.15
O -2.39 -3.43 4.20
H -1.90 -1.60 3.64
H -2.36 -2.59 2.33
H -4.54 -2.37 2.93
H -4.16 -0.79 3.34
C 3.20 -2.47 1.29
C 4.27 -2.47 0.21
O 5.41 -3.20 0.91
C 5.03 -3.63 2.10
O 5.75 -4.30 2.86
O 3.84 -3.23 2.37
H 2.07 -2.74 1.22
H 2.95 -1.63 1.68
H 4.64 -1.60 -0.15
H 3.77 -3.06 -0.56



Entry 4:
73
Properties=species:S:1:pos:R:3 method="wB97M-V/def2-TZVPD" charge=0 smiles="COc1ccc(N(C(=O)c2cnccn2)[C@H](C(=O)NC2CCCCC2)c2cc(OC)c(OC)c(OC)c2)cc1" spin_multiplicity=1 gap_ev=8.30 e_homo_ev=-8.180 lumo_energy_ha=0.004
C -3.83 -4.32 1.41
O -2.88 -3.55 2.11
C -1.98 -2.81 1.39
C -1.92 -2.76 0.01
C -0.98 -1.95 -0.61
C -0.09 -1.20 0.15
N 0.82 -0.32 -0.50
C 1.90 -0.73 -1.18
O 2.65 0.04 -1.77
C 2.16 -2.20 -1.20
C 2.72 -2.79 -2.33
N 2.98 -4.09 -2.38
C 2.70 -4.80 -1.30
C 2.16 -4.21 -0.16
N 1.90 -2.92 -0.11
C 0.49 1.12 -0.49
C 1.27 1.76 0.68
O 0.80 2.02 1.77
N 2.56 1.96 0.35
C 3.57 2.37 1.30
C 4.45 3.47 0.69
C 5.33 2.92 -0.43
C 6.19 1.76 0.07
C 5.29 0.65 0.61
C 4.42 1.18 1.74
C -1.00 1.28 -0.49
C -1.65 1.33 -1.71
C -3.04 1.39 -1.81
O -3.50 1.42 -3.10
C -4.87 1.58 -3.39
C -3.81 1.38 -0.64
O -5.20 1.40 -0.69
C -5.80 2.52 -0.08
C -3.14 1.31 0.59
O -3.86 1.27 1.77
C -4.53 0.04 2.00
C -1.76 1.27 0.67
C -0.15 -1.25 1.53
C -1.08 -2.05 2.15
H -4.43 -4.81 2.17
H -4.47 -3.69 0.79
H -3.35 -5.08 0.78
H -2.60 -3.33 -0.61
H -0.94 -1.90 -1.69
H 2.96 -2.21 -3.21
H 2.91 -5.86 -1.36
H 1.95 -4.77 0.74
H 0.90 1.52 -1.42
H 2.89 1.60 -0.54
H 3.02 2.77 2.16
H 3.82 4.27 0.31
H 5.08 3.88 1.48
H 5.98 3.72 -0.80
H 4.72 2.58 -1.27
H 6.81 1.38 -0.74
H 6.85 2.12 0.86
H 5.91 -0.17 0.98
H 4.67 0.26 -0.20
H 3.76 0.39 2.11
H 5.05 1.49 2.58
H -1.10 1.33 -2.64
H -5.24 2.55 -3.03
H -4.93 1.56 -4.48
H -5.47 0.78 -2.97
H -6.88 2.36 -0.16
H -5.52 2.63 0.96
H -5.54 3.44 -0.62
H -5.24 -0.19 1.20
H -5.07 0.17 2.94
H -3.81 -0.78 2.10
H -1.30 1.25 1.64
H 0.53 -0.66 2.12
H -1.15 -2.11 3.22